ORCA calculation (ωB97M-V/def2-TZVPD) on 9 unconnected molecules or ions with the total composition C22H56Br10O16P4 at a distorted geometry.

```
108
Properties=species:S:1:pos:R:3:forces:R:3:lowdin_charge:R:1
C 11.624989 -27.650605 20.202905 -0.13 0.27 0.20 -0.089
O 13.037560 -27.773560 20.048184 0.63 -0.38 -0.18 -0.224
P 13.642593 -28.744483 18.924292 -0.03 -0.14 -0.06 0.367
O 12.903137 -29.996748 18.727893 0.34 0.27 0.21 -0.237
O 13.721761 -27.828061 17.613922 0.15 -0.07 0.68 -0.256
C 12.685278 -27.873633 16.634488 -0.15 -0.19 -0.37 -0.112
O 15.172502 -28.906044 19.374570 -1.34 0.56 -0.31 -0.217
C 15.903487 -27.685847 19.604492 0.64 0.03 -0.29 -0.093
H 11.450112 -26.673434 20.651493 0.00 0.01 -0.12 0.089
H 11.241775 -28.401242 20.893172 0.07 -0.18 -0.19 0.093
H 11.113404 -27.708507 19.243059 -0.08 -0.06 0.06 0.080
H 11.788957 -28.382762 16.988314 0.09 -0.04 0.13 0.081
H 13.059711 -28.424343 15.772030 -0.05 0.08 -0.03 0.053
H 12.428525 -26.855982 16.345448 0.13 0.02 0.06 0.091
H 15.480476 -26.833287 19.073890 -0.21 -0.09 0.08 0.086
H 16.892916 -27.848933 19.180115 0.02 -0.02 0.20 0.029
H 15.975944 -27.475798 20.669160 -0.12 -0.09 0.01 0.093
C 17.812762 -20.873391 13.604270 -0.36 0.06 0.47 -0.082
O 17.738213 -22.254453 13.960530 -0.03 -0.90 -0.08 -0.214
P 17.661230 -23.447017 12.898551 -0.18 0.87 0.51 0.409
O 16.433780 -23.480066 12.096989 1.00 3.16 3.93 -0.286
O 17.939177 -24.744836 13.750952 -0.32 0.90 -0.11 -0.199
C 19.129004 -24.898099 14.550091 -0.18 -0.89 -0.13 -0.076
O 18.991566 -23.293505 12.042210 0.02 -0.62 0.04 -0.197
C 19.032631 -22.537517 10.855338 0.64 1.41 -1.05 -0.114
H 17.252758 -20.603070 12.708340 0.22 -0.37 -0.26 0.091
H 18.864517 -20.599987 13.556577 -0.07 0.25 -0.17 0.093
H 17.301427 -20.351807 14.412781 0.32 0.12 0.07 0.092
H 19.665536 -25.722545 14.077179 0.42 0.28 0.02 0.083
H 18.826533 -25.263242 15.530175 -0.08 0.33 0.05 0.050
H 19.727647 -23.994361 14.618912 -0.05 0.01 -0.08 0.092
H 19.812194 -21.773494 10.953638 -0.14 -0.02 0.26 0.091
H 18.105791 -22.014165 10.617218 -0.17 -0.22 0.24 0.090
H 19.334970 -23.077457 9.955280 -0.24 -0.69 0.40 0.095
C 15.917949 -24.909272 10.698221 0.28 -0.01 -1.02 -0.155
O 16.010657 -25.836993 9.618513 -0.17 -1.30 -0.40 -0.188
P 15.985246 -27.398073 9.895074 -0.41 -0.74 -0.04 0.378
O 16.409333 -28.245222 8.777863 -0.06 0.58 -0.23 -0.233
O 14.504583 -27.741140 10.426450 0.99 0.00 0.62 -0.221
C 13.429592 -27.893790 9.505101 0.16 0.29 -0.64 -0.102
O 16.846005 -27.642850 11.219919 -0.88 -0.09 0.02 -0.213
C 18.195191 -27.250300 11.292923 0.84 0.77 0.48 -0.126
H 15.026109 -24.285589 10.645281 -0.22 -0.49 -0.33 0.108
H 16.738862 -24.192398 10.634206 -0.24 -1.37 -1.59 0.063
H 15.983842 -25.322238 11.703532 -0.26 -0.94 -0.72 0.092
H 12.725177 -27.087156 9.702481 -0.09 -0.06 -0.16 0.087
H 12.929028 -28.857248 9.590041 0.20 -0.04 0.46 0.087
H 13.809198 -27.845437 8.482024 -0.13 0.17 -0.01 0.083
H 18.922067 -28.043079 11.118565 -0.42 -0.27 -0.38 0.061
H 18.391780 -26.908181 12.313838 -0.23 0.00 -0.03 0.061
H 18.423404 -26.399353 10.645571 -0.09 -0.11 -0.17 0.094
C 25.975543 -34.234547 16.374235 0.25 0.07 0.77 -0.152
O 25.035874 -33.429203 15.654955 -0.04 -0.28 -0.51 -0.235
P 24.435423 -34.063704 14.323191 -1.03 0.61 0.05 0.380
O 24.504848 -35.519647 14.191493 -0.20 0.46 0.01 -0.213
O 22.939510 -33.448620 14.312187 0.42 -0.62 0.23 -0.251
C 22.738302 -32.024171 14.297715 0.52 -0.19 -0.67 -0.105
O 25.182913 -33.220142 13.205415 0.26 0.18 0.39 -0.232
C 25.014600 -33.438647 11.804875 0.19 -0.42 0.04 -0.078
H 25.494506 -35.137339 16.752700 0.11 -0.11 -0.40 0.068
H 26.263781 -33.668070 17.260252 0.06 0.16 -0.24 0.055
H 26.863885 -34.449147 15.778779 -0.16 -0.11 -0.04 0.094
H 22.211052 -31.792722 13.373504 -0.02 0.13 -0.03 0.074
H 23.719040 -31.550211 14.280749 -0.19 0.39 0.12 0.079
H 22.129610 -31.672095 15.127504 0.08 -0.34 0.27 0.049
H 24.428011 -32.628316 11.375046 -0.02 -0.02 0.02 0.088
H 24.547343 -34.406023 11.615521 -0.08 0.07 -0.02 0.090
H 26.016710 -33.456372 11.378880 -0.11 0.10 -0.12 0.090
Br 24.113232 -27.835899 15.069295 0.12 0.17 -0.04 0.606
C 23.226840 -27.351592 16.742869 0.16 -0.23 0.15 -0.709
C 24.249287 -26.867913 17.766104 -0.52 -0.03 -0.62 -0.683
Br 23.366291 -26.536922 19.483932 0.18 -0.13 -0.37 0.605
H 22.733843 -28.281585 17.003321 -0.13 0.20 0.39 -0.028
H 22.501714 -26.580866 16.503575 -0.05 -0.04 0.03 0.048
H 24.648946 -25.921195 17.415661 0.18 0.01 0.24 0.052
H 25.043511 -27.593925 17.901731 -0.01 0.02 0.20 0.051
Br 19.293736 -30.267466 13.199645 0.11 -0.20 -0.25 0.725
C 19.558613 -29.647322 15.016883 0.32 -0.54 0.00 -0.709
C 18.506032 -28.610986 15.262522 0.06 0.63 0.37 -0.634
Br 18.866717 -27.807453 17.034984 -0.19 -0.04 -0.33 0.652
H 20.577949 -29.277715 15.115566 -0.11 0.39 -0.30 0.041
H 19.560738 -30.539849 15.639146 -0.58 0.08 0.16 -0.001
H 17.465870 -28.925886 15.251850 0.17 -0.45 0.23 0.014
H 18.574265 -27.802704 14.537025 0.20 0.06 0.12 0.024
Br 23.920244 -33.879145 19.020467 -0.26 0.30 0.30 0.690
C 22.423901 -32.596854 19.195429 0.62 -0.56 -1.05 -0.644
C 22.763784 -31.380847 18.386476 0.04 1.32 0.10 -0.626
Br 21.140299 -30.222735 18.299644 0.50 -0.36 0.00 0.613
H 22.298519 -32.394727 20.250590 -0.20 0.00 -0.02 0.062
H 21.606617 -33.128796 18.720030 -0.25 0.04 0.41 0.004
H 23.093690 -31.486363 17.356793 -0.37 -0.73 -0.03 0.039
H 23.528802 -30.744374 18.829680 -0.13 -0.13 0.38 0.058
Br 15.134362 -30.528177 16.029885 0.02 -0.38 0.32 0.710
C 15.746854 -31.733685 17.486030 0.09 0.63 -0.24 -0.610
C 17.244206 -31.519951 17.549738 -0.37 -0.56 -0.69 -0.739
Br 17.969943 -32.639922 18.963102 -0.02 0.27 0.01 0.615
H 15.513217 -32.736777 17.146277 -0.04 -0.01 0.07 0.058
H 15.201146 -31.487673 18.391255 -0.06 0.17 -0.10 0.042
H 17.569016 -30.487938 17.643375 -0.15 0.00 0.49 0.018
H 17.604600 -31.888555 16.588469 0.52 -0.11 0.26 0.010
Br 19.562775 -36.919837 15.085008 -0.49 0.45 -0.61 0.596
C 18.705125 -35.381772 14.198345 0.11 0.60 0.31 -0.647
C 19.576847 -34.136588 14.333356 0.56 -0.18 0.45 -0.623
Br 19.984329 -33.669432 16.209689 -0.32 0.01 -0.31 0.626
H 17.715451 -35.231327 14.623763 0.17 -0.09 0.46 0.054
H 18.499280 -35.573827 13.146556 0.52 -0.35 -0.06 0.065
H 19.150616 -33.223504 13.929456 -0.35 -0.17 -0.14 0.013
H 20.577996 -34.257847 13.927858 -0.10 -0.24 -0.21 0.034
```
Positions in Å, forces in eV/Å.

Values from the calculation:
DFT total energy, Ha: -29181.57068
Structure (SMILES): COP(=O)(OC)OC.COP(=O)(OC)OC.COP(=O)(OC)OC.COP(=O)(OC)OC.BrCCBr.BrCCBr.BrCCBr.BrCCBr.BrCCBr
Charge: 0

ORCA calculation (ωB97M-V/def2-TZVPD) on a molecular structure, C6H12HgO10 at a distorted geometry.

```
29
Properties=species:S:1:pos:R:3:forces:R:3:nbo_charge:R:1
Hg 13.576026 9.773518 10.468922 0.07 0.03 -0.13 0.017
C 15.765480 8.299550 7.611364 -1.22 5.16 2.89 0.847
O 16.414554 9.010104 6.887562 4.77 0.46 -4.99 -0.629
O 16.040018 8.237198 8.810698 2.62 -3.40 4.09 -0.612
O 14.556636 8.471050 7.504738 -6.12 -2.32 -2.08 -0.547
C 12.775938 14.085547 8.132368 0.15 -1.37 -3.08 0.888
O 12.408593 14.889648 8.929065 -1.55 4.06 3.52 -0.727
O 12.770867 14.236690 6.876676 -0.01 0.87 -1.74 -0.666
O 13.143319 12.952960 8.448088 1.33 -3.46 1.30 -0.557
C 16.019353 11.313931 13.682902 -1.38 -0.10 0.92 -0.078
C 15.823903 9.793878 13.987656 0.78 0.30 -2.32 -0.101
O 14.521302 9.307035 13.612886 1.16 0.33 1.05 -0.679
O 15.601114 11.759267 12.386146 0.72 -1.14 0.65 -0.682
H 17.048780 11.589355 13.912083 0.30 -0.11 -0.10 0.146
H 15.371282 11.838574 14.384944 0.01 0.22 0.47 0.139
H 16.195145 9.433960 14.947206 -0.67 0.81 0.80 0.158
H 16.601259 9.301450 13.403430 -0.31 -0.31 -0.93 0.171
H 14.164874 8.956936 14.432631 -0.43 -0.08 -0.13 0.453
H 15.760293 12.705953 12.379285 -0.12 0.08 -0.23 0.466
C 9.495791 8.591054 10.928524 1.65 0.53 -0.47 -0.083
C 9.512892 10.134020 10.873271 -1.06 -0.93 2.46 -0.078
O 10.423948 10.672593 11.829900 1.14 -0.46 -0.65 -0.716
O 10.719453 8.057450 10.436028 0.45 -0.05 -0.39 -0.731
H 8.623015 8.332455 10.328957 -0.15 -0.54 0.18 0.152
H 9.552774 8.170030 11.932321 -1.19 0.55 0.36 0.176
H 8.605680 10.396106 11.417681 -1.19 -0.02 -1.02 0.141
H 9.486553 10.430494 9.824701 0.70 0.57 0.14 0.186
H 10.255544 11.601654 12.003370 -0.03 0.05 -0.45 0.471
H 10.687265 7.456480 9.688094 -0.42 0.26 -0.11 0.476
```
Positions in Å, forces in eV/Å.

Values from the calculation:
DFT total energy, Ha: -1141.32607
Charge: -2

ORCA calculation (ωB97M-V/def2-TZVPD) on a molecular structure, C3H4N2OS at a distorted geometry.

```
11
Properties=species:S:1:pos:R:3:forces:R:3:nbo_charge:R:1
C 2.087797 -0.784126 0.274704 -2.39 0.79 -0.47 0.365
C 0.333393 0.250463 -0.013302 -4.02 1.63 -1.64 0.310
C -1.614918 0.685825 -0.456193 4.27 0.04 3.25 -0.491
N 0.829662 -1.023338 0.037018 -0.13 0.10 0.19 -0.542
N 1.179221 1.221981 0.072825 -0.15 -1.02 1.12 -0.190
O 2.347194 0.490939 0.397072 1.94 0.84 -0.49 -0.297
S -2.519277 -0.120226 0.787557 -1.38 1.98 0.99 0.077
H 2.847158 -1.492340 0.193802 1.32 -0.84 0.49 0.200
H -1.799520 1.738174 -0.245123 0.68 0.05 -0.95 0.237
H -1.490947 0.271400 -1.399133 -0.72 -0.29 -1.75 0.227
H -2.199759 -1.238754 0.350773 0.58 -3.29 -0.75 0.105
```
Positions in Å, forces in eV/Å.

Values from the calculation:
DFT total energy, Ha: -699.52030
Charge: 0

ORCA calculation (ωB97M-V/def2-TZVPD) on H4SSi in the gas phase at a distorted geometry.

```
6
Properties=species:S:1:pos:R:3:forces:R:3:mulliken_spin:R:1
Si 0.108029 0.330314 -0.520560 -0.80 -0.49 -2.74 0.588
S -0.268841 -0.276306 1.539718 -0.23 1.36 2.80 1.323
H -0.713309 -0.454339 -1.458799 -0.35 0.09 0.34 0.033
H -0.045869 1.679965 -0.184002 -0.79 1.59 0.46 0.029
H 1.409946 0.275784 -0.920781 2.71 -0.26 -0.90 0.073
H -0.489955 -1.555418 1.544424 -0.53 -2.30 0.04 -0.045
```
Positions in Å, forces in eV/Å.

Values from the calculation:
DFT total energy, Ha: -689.84535
Spin multiplicity: 3
Charge: 0

ORCA calculation (ωB97M-V/def2-TZVPD) on 2 unconnected molecules or ions with the total composition C4H8O2 at a distorted geometry.

```
14
Properties=species:S:1:pos:R:3:forces:R:3:nbo_charge:R:1
C -1.053027 -1.513055 0.797640 -0.81 0.22 -0.75 -0.432
C -0.913842 -2.178038 -0.347682 -1.23 -1.21 -0.44 -0.142
C -0.257130 -1.857115 -1.675736 -0.75 1.04 0.97 -0.655
H -1.924371 -1.728323 1.423945 0.70 -0.38 0.17 0.199
H -0.599303 -0.557304 0.960744 0.42 0.20 0.12 0.181
H -1.588968 -3.065295 -0.462518 0.59 0.66 0.25 0.178
H -1.050519 -1.293530 -2.209421 0.46 -0.34 -0.05 0.228
H -0.027236 -2.744883 -2.238719 0.26 -0.26 -0.15 0.214
H 0.575334 -1.169223 -1.582546 0.26 -0.09 -0.06 0.226
O 0.312631 1.198724 -0.411836 0.50 -0.77 -0.17 -0.545
C 1.045826 1.488406 0.480763 -1.33 1.35 0.41 0.646
O 0.855423 2.658486 1.169430 0.94 -0.41 0.83 -0.727
H 1.867823 0.929295 0.938672 0.24 -0.11 -0.53 0.130
H -0.068060 2.790093 1.406461 -0.25 0.10 -0.58 0.500
```
Positions in Å, forces in eV/Å.

Values from the calculation:
DFT total energy, Ha: -307.63899
Structure (SMILES): C=CC.O=CO
Charge: 0

ORCA calculation (ωB97M-V/def2-TZVPD) on a molecular structure, C30H36ClIrN5O7.

```
80
Properties=species:S:1:pos:R:3:forces:R:3:mulliken_spin:R:1
Ir 0.194805 0.205941 0.393478 0.11 -0.36 -0.38 2.855
C 3.916898 3.241445 -2.678163 -0.05 0.01 -0.02 0.002
N 2.632957 2.566006 -2.558547 0.04 -0.02 0.08 0.004
C 1.665769 2.761238 -3.629623 -0.03 -0.01 -0.03 0.002
C 2.344386 1.750327 -1.537543 0.02 -0.11 -0.04 -0.003
O 1.266037 1.154783 -1.465490 -0.18 0.27 -0.02 0.201
C 3.421706 1.549913 -0.484060 -0.04 0.03 0.05 -0.002
O 2.915800 0.683113 0.495934 -0.05 0.09 0.00 0.087
C 3.421592 0.875541 1.800253 0.05 -0.05 0.03 0.025
C 2.261025 0.703892 2.772072 -0.14 0.07 0.11 0.013
O 1.356836 -0.099171 2.506070 0.06 0.03 -0.06 0.075
N 2.272501 1.413973 3.901516 0.07 -0.10 -0.01 0.016
C 1.112136 1.382468 4.779442 -0.01 -0.01 0.00 -0.001
C 3.351978 2.317155 4.272215 0.01 0.08 0.05 0.000
H 3.808769 4.046721 -3.400781 0.01 0.00 0.01 0.000
H 4.699460 2.566527 -3.031838 0.01 0.00 0.00 0.000
H 4.219652 3.686969 -1.732391 0.02 0.00 0.01 0.000
H 1.380621 3.812606 -3.682527 0.00 0.00 -0.01 0.000
H 0.786673 2.155973 -3.431491 0.00 0.00 0.00 -0.002
H 2.103371 2.462072 -4.583307 0.00 0.00 0.00 0.000
H 3.685079 2.520213 -0.055084 0.01 0.02 0.02 -0.001
H 4.314731 1.125162 -0.961046 0.00 0.02 0.00 -0.003
H 3.892298 1.853661 1.893544 -0.09 0.03 -0.02 0.002
H 4.162969 0.099822 2.030615 0.04 0.05 -0.01 -0.005
H 0.296866 0.876761 4.273276 0.00 0.00 0.00 -0.001
H 0.816985 2.406946 5.009051 -0.01 0.00 0.01 0.000
H 1.347135 0.859542 5.708166 0.00 0.01 0.01 0.000
H 4.325300 1.902411 4.018603 0.00 -0.01 0.01 0.001
H 3.325817 2.451021 5.351948 0.01 -0.03 0.00 0.000
H 3.238807 3.294072 3.795895 0.01 -0.04 0.00 0.001
O 0.261409 2.084670 1.564771 0.29 0.27 0.16 0.079
N -0.462192 3.131249 1.329746 0.15 -0.29 -0.34 -0.009
C 0.225203 4.236693 1.215266 -0.22 0.28 0.21 0.021
C 1.651012 4.275925 1.358606 0.01 -0.10 -0.01 -0.003
N 2.795873 4.305995 1.478323 0.01 -0.07 -0.07 0.007
C -0.479621 5.469858 1.021137 -0.04 -0.08 0.06 0.000
N -1.029669 6.469990 0.885876 0.04 -0.01 -0.05 0.008
C 0.871827 -3.860514 -1.099467 0.01 -0.01 -0.02 0.074
C 1.135220 -2.351470 -1.254326 -0.02 0.12 0.02 0.005
C 2.574817 -2.172244 -1.765798 0.01 -0.01 0.02 0.107
C 1.027850 -1.678607 0.089061 -0.32 -0.23 0.23 1.210
C 0.109322 -1.774172 -2.232104 -0.01 -0.06 -0.01 0.089
C -1.245517 -1.841301 -1.903867 0.00 -0.05 -0.01 0.010
C -2.221484 -1.382638 -2.774616 0.01 -0.01 -0.02 0.032
C -1.861085 -0.836568 -3.997426 -0.02 0.02 0.01 0.008
C -0.519165 -0.746593 -4.330489 0.02 0.03 -0.02 0.004
C 0.454390 -1.211691 -3.457132 0.01 -0.02 -0.01 0.031
H 1.617255 -4.303294 -0.436056 0.00 0.00 0.01 -0.005
H 0.926837 -4.359854 -2.069687 0.01 -0.01 0.00 0.010
H -0.113393 -4.048627 -0.674025 -0.01 0.01 0.00 -0.028
H 3.268982 -2.572259 -1.026041 0.01 -0.01 0.00 0.005
H 2.810037 -1.117236 -1.911614 0.00 0.01 0.00 -0.068
H 2.732973 -2.703955 -2.707979 0.00 0.00 -0.01 0.016
H 1.269774 -2.278291 0.963071 0.20 0.06 -0.01 -0.102
H -1.537784 -2.259172 -0.945444 0.00 0.00 0.01 -0.010
H -3.263480 -1.446563 -2.489635 -0.03 -0.01 0.01 -0.002
H -2.619406 -0.481454 -4.683148 -0.01 0.01 0.00 0.000
H -0.224984 -0.312154 -5.278431 0.00 -0.01 -0.01 0.000
H 1.494177 -1.132053 -3.743809 0.00 0.00 -0.01 -0.002
C -4.733578 -3.629144 -0.886215 0.02 0.02 -0.02 0.001
C -4.671070 -3.177059 0.544882 0.01 0.05 0.02 0.003
C -4.732628 -4.093443 1.585069 -0.02 -0.01 0.00 0.000
C -4.670030 -3.672852 2.901909 -0.01 -0.01 0.03 0.000
Cl -4.704894 -4.854772 4.182272 -0.03 0.01 -0.01 0.000
C -4.581546 -2.330253 3.212515 -0.01 0.00 -0.01 0.002
C -4.519977 -1.401886 2.185391 -0.02 -0.04 -0.03 -0.002
C -4.536063 -1.823675 0.864499 -0.09 0.09 0.02 0.005
O -4.478017 -0.963846 -0.207559 0.15 -0.11 0.02 0.001
C -3.928794 0.332790 -0.047298 -0.08 0.00 -0.06 0.008
C -2.430987 0.305412 0.203903 0.01 0.06 -0.09 0.008
O -1.681755 0.964919 -0.580826 0.15 0.11 0.11 0.161
O -1.941294 -0.370864 1.134917 -0.16 -0.03 0.06 0.058
H -5.166855 -4.626121 -0.951183 0.01 -0.01 0.00 0.000
H -3.737000 -3.664358 -1.331433 0.02 0.02 -0.02 -0.001
H -5.330846 -2.946957 -1.489695 -0.02 -0.01 0.00 0.000
H -4.828737 -5.148614 1.364083 0.01 -0.01 0.00 0.000
H -4.552894 -2.009887 4.244088 0.01 0.00 0.01 0.000
H -4.434974 -0.353931 2.429337 0.06 0.00 0.02 -0.001
H -4.433746 0.896035 0.742538 0.05 0.01 0.00 0.003
H -4.092459 0.837721 -0.996106 -0.06 0.01 0.04 -0.001
```
Positions in Å, forces in eV/Å.

Values from the calculation:
DFT total energy, Ha: -2529.49282
Spin multiplicity: 6
Charge: 0